(w)
A structure of composition CH3N4O. Source: the OMol25 dataset; level of theory: ωB97M-V with the def2-TZVPD basis set.

Last column: Löwdin spin population.
Element x y z (Å)
O: -3.462 0.917 0.386  0.08
N: -1.354 0.035 -0.016  0.12
N: -0.613 -0.974 -0.047  0.43
N: 1.727 0.112 -0.025  0.67
N: 0.480 -1.280 -0.074  0.60
C: -2.490 0.393 0.191  0.06
H: 2.036 0.441 0.961  0.02
H: 1.269 0.725 -0.764  0.01
H: 2.406 -0.368 -0.612  0.01

Results
Expectation value of S²: 2.011
Charge: +1
E_HOMO (alpha / beta) in eV: -11.886 / -16.310
Multiplicity: 3

---

(x)
A structure of composition CH3N4O. Source: the OMol25 dataset; level of theory: ωB97M-V with the def2-TZVPD basis set.

Last column: Löwdin spin population.
Element x y z (Å)
O: -3.769 -0.739 -0.011  0.10
N: 1.854 -0.074 0.023  0.65
N: -0.656 0.800 -0.039  0.41
N: -1.506 -0.129 -0.004  0.11
N: 0.420 1.145 -0.045  0.62
C: -2.714 -0.325 -0.016  0.08
H: 2.297 0.003 -0.888  0.01
H: 1.627 -1.037 0.253  0.02
H: 2.446 0.356 0.729  0.01

Results
Expectation value of S²: 2.012
Charge: +1
E_HOMO (alpha / beta) in eV: -11.520 / -16.255
Multiplicity: 3

---

Verdict on stability: (w) comes out at the bottom.

---

(w)
The molecule C18H26N6O4. Source: the OMol25 dataset; level of theory: ωB97M-V with the def2-TZVPD basis set.

Last column: Mulliken charge in e.
Element x y z (Å)
O: -3.804 -2.205 -0.803  -0.68
O: 0.294 -2.253 0.590  -0.72
O: 4.157 -0.702 -3.454  -0.68
O: -0.413 1.197 -1.790  -0.70
N: -4.780 -1.543 1.128  0.06
N: 4.606 2.556 0.926  -1.07
N: 2.385 -2.052 -2.987  -0.08
N: 1.400 -0.073 -1.368  0.20
N: -1.437 -1.047 -0.245  -0.02
N: 3.730 1.929 1.732  0.26
C: -4.802 -0.642 2.275  -0.59
C: 2.848 -0.234 -1.491  -0.11
C: 2.591 2.342 -0.073  1.03
C: 1.499 2.419 -1.093  -0.97
C: -6.083 -1.916 0.608  -1.09
C: -2.409 -0.133 1.839  -0.31
C: 0.758 1.133 -1.440  0.71
C: -2.336 -1.292 0.853  0.08
C: 2.507 1.777 1.179  -0.19
C: 4.564 3.487 -1.343  -1.27
C: -3.706 -1.705 0.302  0.33
C: 1.377 1.080 1.858  -1.26
C: 3.924 2.810 -0.178  0.45
C: 0.567 -1.263 -1.587  0.08
C: -3.435 -0.467 2.907  -0.85
C: 3.217 -1.009 -2.751  0.22
C: -0.206 -1.580 -0.301  -0.03
C: 1.441 -2.452 -1.960  -1.07
H: 1.942 -2.833 -1.068  0.30
H: -3.143 -1.390 3.417  0.39
H: -5.507 -1.050 3.002  0.41
H: -6.553 -1.088 0.069  0.34
H: 5.629 3.602 -1.153  0.36
H: 1.379 0.007 1.649  0.21
H: 4.443 2.903 -2.259  0.32
H: 3.334 0.728 -1.569  -0.01
H: 4.026 1.646 2.649  0.17
H: 1.900 2.815 -2.031  0.35
H: -1.420 0.026 2.271  0.05
H: -6.727 -2.204 1.439  0.35
H: 0.810 -3.250 -2.344  0.51
H: 0.428 1.486 1.505  0.25
H: 1.417 1.217 2.939  0.60
H: 2.608 -2.661 -3.757  0.29
H: -2.689 0.785 1.312  0.33
H: -1.710 -0.427 -0.993  0.36
H: -1.940 -2.167 1.377  0.24
H: -5.194 0.334 1.962  0.31
H: -5.975 -2.751 -0.077  0.34
H: 3.260 -0.746 -0.616  0.25
H: 4.132 4.473 -1.521  0.31
H: 0.709 3.110 -0.795  0.38
H: -3.492 0.317 3.663  0.35
H: -0.122 -1.045 -2.404  0.54

Results
Charge: 0
E_HOMO in eV: -8.965
Multiplicity: 1

---

(x)
The molecule C18H26N6O4. Source: the OMol25 dataset; level of theory: ωB97M-V with the def2-TZVPD basis set.

Last column: Mulliken charge in e.
Element x y z (Å)
O: 1.907 -2.062 -1.722  -0.71
O: 1.542 -0.158 2.643  -0.69
O: -3.356 -3.097 -3.516  -0.68
O: -1.506 -1.960 1.294  -0.72
N: -1.322 -1.957 -0.947  0.17
N: 1.199 -1.256 0.272  0.06
N: -0.983 2.841 0.090  -1.04
N: 2.677 1.648 1.883  0.07
N: -1.537 -4.070 -2.547  -0.07
N: -0.959 2.499 1.392  0.49
C: -1.766 0.834 3.056  -1.47
C: 2.205 -0.218 0.345  0.09
C: 2.103 0.424 1.728  0.16
C: 2.596 2.275 3.188  -1.06
C: 3.182 1.855 -0.541  -1.00
C: -0.195 -2.894 -0.849  -0.19
C: 2.983 2.563 0.784  -0.55
C: -2.095 0.904 0.450  1.21
C: 1.096 -2.051 -0.807  0.26
C: -2.867 -0.364 0.199  -1.58
C: 2.086 0.827 -0.760  -0.30
C: -1.880 -1.516 0.215  0.61
C: -1.800 -1.712 -2.297  -0.56
C: -2.329 -3.019 -2.875  0.18
C: -1.620 1.355 1.667  -0.04
C: -1.672 1.873 -0.493  0.52
C: -1.891 1.885 -1.970  -1.34
C: -0.188 -3.846 -2.050  -0.95
H: -0.849 0.986 3.625  0.30
H: 2.194 0.335 -1.725  0.55
H: 2.483 1.512 3.952  0.35
H: -1.796 -4.968 -2.924  0.30
H: 0.549 -1.347 1.045  0.33
H: 0.462 -3.433 -2.822  0.32
H: 1.100 1.301 -0.721  -0.16
H: -1.959 -0.236 3.033  0.32
H: -1.656 2.871 -2.367  0.40
H: 1.743 2.961 3.250  0.27
H: -2.603 -0.986 -2.315  0.38
H: -0.982 -1.334 -2.920  0.26
H: 0.235 -4.802 -1.751  0.46
H: 3.200 -0.672 0.273  0.29
H: -0.533 3.122 2.055  0.27
H: -2.586 1.333 3.577  0.36
H: -1.250 1.157 -2.473  0.13
H: 3.186 2.603 -1.335  0.36
H: 3.878 3.125 1.059  0.42
H: -2.926 1.649 -2.223  0.42
H: 3.507 2.847 3.370  0.35
H: 4.157 1.358 -0.560  0.41
H: -3.440 -0.284 -0.721  0.56
H: -0.323 -3.432 0.089  0.72
H: 2.164 3.286 0.689  0.34
H: -3.570 -0.554 1.009  0.45

Results
Charge: 0
E_HOMO in eV: -8.975
Multiplicity: 1

---

Verdict on stability: (w) comes out at the bottom.

---

(w)
A structure of composition C12H27N2O6S2. Source: the OMol25 dataset; level of theory: ωB97M-V with the def2-TZVPD basis set.

Last column: Mulliken charge in e.
Element x y z (Å)
S: -0.035 -3.023 1.614  1.12
S: 1.697 -2.935 -0.603  1.15
O: 0.486 -2.418 -1.342  -0.69
O: -0.145 -3.677 2.985  -0.76
O: -1.084 3.203 1.734  -0.46
O: -0.060 -1.534 1.844  -0.60
O: -0.400 1.958 -3.536  -0.58
O: 2.306 -4.033 -1.466  -0.75
N: 1.392 -3.631 0.916  -0.64
N: 1.048 0.921 -2.042  0.17
C: 2.500 1.246 -1.924  -0.69
C: 1.247 0.379 -4.611  -0.83
C: -2.806 -2.964 1.658  -0.94
C: 2.985 -1.598 -0.558  -0.72
C: 2.992 1.076 -0.419  -0.76
C: -1.582 -3.476 0.720  -0.43
C: -0.925 1.796 1.576  -0.07
C: 2.522 -0.305 0.249  0.16
C: -2.415 3.672 1.874  -0.33
C: -3.137 3.098 3.083  -0.98
C: 0.549 1.170 -3.422  0.41
C: -1.630 1.239 0.353  -0.77
H: -3.107 -3.784 2.376  0.29
H: 1.960 -0.407 -4.179  0.24
H: -2.586 3.326 4.000  0.27
H: -1.726 -4.585 0.546  0.39
H: -2.352 4.757 1.984  0.35
H: 1.380 -0.233 0.317  -0.29
H: 3.014 -0.354 1.275  0.39
H: -3.656 -2.707 0.935  0.31
H: -1.272 1.735 -0.554  0.28
H: 0.148 1.614 1.478  0.02
H: 3.264 -1.370 -1.635  0.21
H: -1.722 -2.916 -0.269  0.26
H: -1.243 1.276 2.485  0.26
H: 3.900 -2.076 -0.060  0.40
H: 2.633 2.333 -2.268  0.39
H: 2.460 1.898 0.184  0.28
H: -1.442 0.167 0.262  0.14
H: 0.975 -0.112 -1.940  0.03
H: -2.554 -1.986 2.188  0.22
H: -2.712 1.387 0.401  0.34
H: -2.980 3.487 0.955  0.31
H: 3.146 0.590 -2.593  0.35
H: 4.102 1.286 -0.323  0.33
H: 1.809 1.139 -5.238  0.27
H: 0.433 -0.165 -5.194  0.31
H: -4.143 3.520 3.161  0.39
H: -3.234 2.013 3.022  0.23

Results
Charge: -1
E_HOMO in eV: -6.111
Multiplicity: 1

---

(x)
A structure of composition C12H27N2O6S2. Source: the OMol25 dataset; level of theory: ωB97M-V with the def2-TZVPD basis set.

Last column: Mulliken charge in e.
Element x y z (Å)
S: 1.074 -0.707 0.380  1.23
S: 3.753 0.027 0.303  1.20
O: 4.343 1.352 0.456  -0.78
O: 0.711 -0.108 -0.888  -0.66
O: -5.230 -1.500 -2.687  -0.41
O: 3.677 -0.362 -1.105  -0.68
O: -0.045 -0.605 1.306  -0.75
O: -2.766 3.968 1.814  -0.45
N: 1.289 -2.352 0.154  -0.60
N: 2.344 0.008 1.138  -0.49
C: -3.169 2.861 0.998  -0.26
C: 4.305 -3.428 0.360  -1.20
C: -4.906 0.789 -2.171  -0.52
C: 4.980 -1.064 1.095  0.26
C: -0.818 2.786 1.163  -0.47
C: 4.395 -2.424 1.520  -0.72
C: -5.056 -1.390 -1.269  -0.52
C: -1.944 2.432 0.210  0.18
C: -4.970 -0.232 -3.298  -0.44
C: -4.375 -0.053 -1.020  -0.02
C: -1.333 4.070 1.794  -0.57
C: 6.230 -1.204 0.224  -1.53
H: 3.933 -2.900 -0.521  0.27
H: -6.046 -1.424 -0.801  0.25
H: 1.747 -2.775 0.948  0.24
H: 6.768 -2.103 0.536  0.38
H: 6.907 -0.361 0.368  0.35
H: -1.062 4.946 1.193  0.27
H: 5.298 -3.789 0.084  0.36
H: -0.966 4.221 2.811  0.29
H: -4.282 1.649 -2.412  0.30
H: 5.054 -2.840 2.291  0.42
H: -4.596 0.358 -0.036  0.25
H: -1.861 3.027 -0.705  0.24
H: -5.911 1.152 -1.936  0.27
H: 1.754 -2.543 -0.724  0.30
H: -3.293 -0.163 -1.109  -0.01
H: -0.717 2.003 1.916  0.19
H: -3.515 2.058 1.660  0.23
H: -3.999 3.165 0.356  0.17
H: 3.427 -2.215 1.980  0.34
H: 3.673 -4.284 0.599  0.35
H: 5.270 -0.556 2.017  0.37
H: -4.014 -0.298 -3.827  0.27
H: 5.983 -1.234 -0.837  0.33
H: -1.959 1.381 -0.068  -0.21
H: -4.472 -2.236 -0.907  0.30
H: -5.754 -0.012 -4.025  0.29
H: 0.146 2.910 0.672  0.40

Results
Charge: -1
E_HOMO in eV: -5.932
Multiplicity: 1

---

Verdict on stability: (w) comes out at the bottom.

---

(w)
A cluster of 8 separate species, C13H42N4O8 in total. Source: the OMol25 dataset; level of theory: ωB97M-V with the def2-TZVPD basis set.

Last column: Mulliken charge in e.
Element x y z (Å)
O: 1.246 1.272 -2.146  -0.65
O: -0.765 1.825 2.414  -0.47
O: 0.253 -0.928 0.266  -0.27
O: -0.688 3.958 0.136  -0.64
O: 3.909 2.640 1.270  -0.79
O: 2.361 -3.848 -0.479  -0.53
O: 0.161 0.021 -4.795  -0.54
O: -0.221 -3.516 0.977  -0.43
N: 1.779 3.520 1.065  -0.26
N: 1.865 1.383 1.556  -0.03
N: 2.628 0.111 -0.560  -0.32
N: 3.243 0.066 -2.583  -0.44
C: 2.542 2.495 1.357  0.37
C: -1.702 3.320 -0.612  0.21
C: -1.207 1.056 3.431  -0.75
C: -0.350 -0.184 3.604  -0.56
C: -2.387 4.342 -1.433  -1.63
C: 2.973 -2.977 0.443  0.27
C: -1.709 -4.860 2.251  -1.50
C: -1.595 -3.630 1.308  0.25
C: -1.964 -0.386 -3.769  -0.89
C: 2.328 0.520 -1.782  0.44
C: -0.560 -0.926 -4.072  0.01
C: -0.620 0.028 -0.259  1.70
C: -2.098 -0.156 0.131  -1.44
H: 3.918 -2.634 0.100  0.35
H: -0.289 -0.690 2.606  -0.10
H: -0.055 -1.288 -3.196  0.07
H: -2.225 -0.158 1.218  0.16
H: -1.679 4.788 -2.065  0.45
H: -0.255 1.001 0.106  -0.11
H: -2.451 -1.303 -3.457  0.30
H: -2.265 -3.703 0.381  0.20
H: 0.068 3.924 -0.460  0.45
H: 3.419 -0.429 -0.279  0.25
H: -1.186 1.712 4.224  0.52
H: 1.139 -0.749 -0.030  -0.12
H: 4.198 -0.194 -2.310  0.23
H: -2.400 2.962 0.099  0.23
H: 3.059 -3.472 1.362  0.42
H: -0.592 0.004 -1.363  -0.68
H: 2.228 0.693 0.219  0.25
H: -1.537 2.371 2.188  0.22
H: -2.528 -0.102 -4.639  0.42
H: -2.646 -4.892 2.734  0.44
H: 2.106 -4.668 -0.027  0.29
H: -2.686 0.642 -0.319  0.35
H: -3.039 3.882 -2.130  0.42
H: -0.986 -4.873 3.071  0.31
H: 2.382 0.618 2.047  0.35
H: 1.051 -0.291 -4.956  0.29
H: 2.308 -2.160 0.442  -0.74
H: -2.851 5.106 -0.845  0.34
H: 0.792 3.427 1.265  0.39
H: -2.486 -1.109 -0.237  0.38
H: -1.334 2.511 -1.210  0.08
H: -1.604 -5.738 1.696  0.38
H: 3.164 0.483 -3.505  0.34
H: -2.273 0.757 3.289  0.42
H: -1.828 -2.754 1.901  0.07
H: 2.238 4.440 1.212  0.22
H: 0.607 0.208 3.957  0.28
H: -0.867 -0.883 4.331  0.36
H: -2.033 0.409 -3.017  0.02
H: 0.825 1.426 1.764  -0.44
H: -0.106 -2.570 0.804  0.44
H: -0.724 -1.846 -4.689  0.38

Results
Charge: 0
E_HOMO in eV: -9.448
Multiplicity: 1

---

(x)
A cluster of 8 separate species, C13H42N4O8 in total. Source: the OMol25 dataset; level of theory: ωB97M-V with the def2-TZVPD basis set.

Last column: Mulliken charge in e.
Element x y z (Å)
O: 5.341 -2.743 -24.434  -0.49
O: 8.115 -2.917 -24.731  -0.94
O: 7.053 -4.508 -21.164  -0.50
O: 5.819 -0.896 -20.076  -0.70
O: 4.411 1.305 -23.493  -0.52
O: 11.032 0.652 -22.755  -0.69
O: 8.695 -0.739 -20.229  -0.58
O: 9.130 -7.065 -21.481  -0.63
N: 8.909 -2.372 -22.526  0.10
N: 6.740 -3.931 -18.817  -0.36
N: 9.138 -1.028 -24.077  0.02
N: 7.781 -5.850 -19.400  -0.37
C: 8.671 -2.115 -23.763  0.51
C: 8.158 1.520 -20.755  -0.95
C: 5.389 1.009 -24.436  0.51
C: 8.980 0.605 -19.935  -0.54
C: 4.933 -4.056 -24.277  0.35
C: 7.138 -4.770 -19.795  0.42
C: 3.713 -4.222 -23.370  -1.18
C: 6.523 1.889 -24.088  -0.78
C: 9.888 -6.764 -22.610  -0.32
C: 8.852 -6.493 -23.676  -0.79
C: 11.991 -0.130 -22.030  0.08
C: 5.633 -1.541 -21.372  0.96
C: 12.635 -1.159 -22.985  -1.33
H: 3.840 -3.710 -22.395  0.20
H: 5.600 -2.581 -21.408  -0.40
H: 6.147 -3.175 -19.079  0.24
H: 13.520 -1.552 -22.561  0.43
H: 12.054 -1.998 -23.209  0.29
H: 7.145 1.265 -20.975  0.32
H: 8.840 -0.776 -25.000  0.31
H: 8.139 2.469 -20.269  0.40
H: 13.033 -0.805 -23.939  0.33
H: 9.985 0.887 -20.013  0.48
H: 3.607 -5.276 -23.140  0.38
H: 6.568 2.130 -23.021  0.17
H: 5.767 0.024 -24.294  -0.30
H: 6.596 -1.252 -21.791  -0.62
H: 5.094 1.015 -25.519  0.22
H: 8.619 1.548 -21.762  0.09
H: 5.732 -4.669 -23.868  -0.22
H: 4.232 2.252 -23.493  0.31
H: 8.317 -7.369 -23.981  0.39
H: 10.588 -7.608 -22.723  0.40
H: 9.497 -6.207 -24.513  0.34
H: 8.673 -1.676 -21.830  -0.09
H: 11.456 -0.594 -21.215  0.08
H: 9.745 -0.447 -23.499  0.24
H: 8.315 -6.163 -20.262  0.39
H: 10.821 1.485 -22.309  0.26
H: 4.852 -1.074 -22.040  0.29
H: 4.764 -4.535 -25.288  0.35
H: 10.553 -5.887 -22.499  0.22
H: 6.323 -2.802 -24.612  0.31
H: 8.278 -5.669 -23.471  -0.03
H: 8.675 -3.297 -22.312  0.08
H: 6.793 -0.735 -20.027  0.32
H: 8.962 -1.227 -19.435  0.17
H: 2.739 -4.045 -23.891  0.32
H: 7.968 -6.285 -18.484  0.18
H: 12.744 0.592 -21.627  0.38
H: 8.798 0.759 -18.911  0.49
H: 6.558 2.893 -24.636  0.34
H: 9.680 -7.536 -20.810  0.30
H: 6.782 -4.280 -17.842  0.19
H: 7.437 1.319 -24.357  0.12

Results
Charge: 0
E_HOMO in eV: -8.384
Multiplicity: 1

---

Verdict on stability: (x) comes out at the bottom.